Record 1
The following is a quantum chemistry calculation of a molecular structure, C41H46N6O3PbTe, from the OMol25 dataset.

Each line ends with the Mulliken charge.
Cartesian coordinates (Å):
Pb1 -1.3186 0.2089 -0.3113  2.11
N1 -1.5086 1.8380 4.0716  0.17
C1 -1.6675 2.2097 2.6106  2.11
C2 -0.5460 3.1680 2.2356  -1.72
C3 -0.6868 3.6734 0.7995  0.11
N2 -0.3092 2.5735 -0.1038  0.11
C4 -2.0825 4.2233 0.5258  -1.56
C5 -3.2264 3.2955 0.9365  0.15
N3 -3.3200 2.1221 0.0388  -0.56
C6 -3.0531 2.8117 2.3827  -1.64
H1 -0.5753 1.4599 4.2514  0.38
H2 -2.1921 1.1358 4.3642  0.35
H3 -1.6304 2.6638 4.6612  0.41
H4 -1.5581 1.2639 2.0805  -1.61
H5 0.4289 2.6753 2.3294  0.69
H6 -0.5597 4.0299 2.9128  0.48
H7 0.0235 4.4948 0.6883  0.50
H8 0.6463 2.2682 0.1334  -0.13
H9 -0.2176 2.9431 -1.0505  0.25
H10 -2.1755 4.4642 -0.5372  0.42
H11 -2.1967 5.1654 1.0672  0.47
H12 -4.1475 3.8792 0.8974  0.36
H13 -3.3691 2.4523 -0.9229  0.29
H14 -4.1919 1.6228 0.1945  0.22
H15 -3.8370 2.0839 2.6213  0.46
H16 -3.1894 3.6722 3.0480  0.44
C7 5.2764 -2.8755 1.7725  -1.62
C8 4.0749 -2.0542 1.3721  0.17
C9 4.2001 -0.7476 0.9221  -0.56
C10 3.1011 0.0380 0.5501  0.69
C11 3.2713 1.3847 -0.0752  -0.12
O1 2.4409 2.2729 0.0900  -0.75
C12 4.4620 1.6756 -0.9261  0.41
C13 4.9249 2.9893 -0.9520  -0.47
C14 6.0459 3.3237 -1.6918  -0.67
C15 6.7013 2.3493 -2.4349  -0.47
C16 6.2193 1.0466 -2.4525  -0.97
C17 5.1038 0.7089 -1.7007  -0.14
C18 1.8160 -0.4958 0.7010  -0.59
O2 0.7240 0.2199 0.4896  -1.02
C19 1.6787 -1.8231 1.1178  -0.26
C20 2.7848 -2.5874 1.4430  0.43
C21 0.2569 -2.2664 1.2645  -0.93
N4 -0.3942 -2.8387 0.3452  -0.12
C22 0.3644 -3.1802 -0.8522  -1.25
C23 0.2589 -2.0666 -1.8822  -0.20
Te1 1.0078 -2.6584 -3.7986  0.30
C24 0.9071 -0.6821 -4.5050  -0.23
C25 2.0306 0.1406 -4.4586  -0.17
C26 1.9567 1.4384 -4.9518  -0.54
C27 0.7690 1.9129 -5.4941  -0.52
C28 -0.3515 1.0914 -5.5445  -0.59
C29 -0.2843 -0.2073 -5.0533  -0.28
C30 -0.4612 -1.8185 2.5177  0.84
C31 -1.8312 -2.0370 2.6787  -0.10
C32 -2.4970 -1.5871 3.8114  -0.70
C33 -1.7973 -0.9176 4.8114  -0.72
C34 -0.4289 -0.7098 4.6702  -1.32
C35 0.2338 -1.1570 3.5312  0.12
H17 6.2036 -2.3942 1.4649  0.39
H18 5.2414 -3.8664 1.3188  0.40
H19 5.3154 -3.0147 2.8547  0.32
H20 5.1888 -0.3050 0.8749  0.64
H21 4.4100 3.7386 -0.3647  0.43
H22 6.4131 4.3415 -1.6877  0.43
H23 7.5829 2.6072 -3.0077  0.43
H24 6.7126 0.2931 -3.0521  0.44
H25 4.7241 -0.3055 -1.7353  0.64
H26 2.6486 -3.6136 1.7752  0.55
H27 -0.0739 -4.0882 -1.2706  0.70
H28 1.4095 -3.3946 -0.6279  0.53
H29 0.8014 -1.1657 -1.5747  0.06
H30 -0.7931 -1.8131 -2.0462  0.03
H31 2.9627 -0.2329 -4.0529  0.41
H32 2.8335 2.0752 -4.9216  0.46
H33 0.7220 2.9181 -5.8939  0.44
H34 -1.2705 1.4521 -5.9901  0.45
H35 -1.1488 -0.8564 -5.1184  0.47
H36 -2.3559 -2.5901 1.9167  0.70
H37 -3.5556 -1.7862 3.9306  0.49
H38 -2.3072 -0.6027 5.7152  0.67
H39 0.1308 -0.2199 5.4601  0.60
H40 1.3025 -1.0036 3.4385  0.41
N5 -3.3218 -4.9844 -2.1926  -0.28
C36 -4.5795 -4.5096 -1.9918  0.29
O3 -5.5764 -5.0037 -2.4641  -0.58
C37 -4.6855 -3.2884 -1.1140  -0.02
C38 -5.8557 -3.0872 -0.3975  -0.46
C39 -5.9500 -1.9895 0.4417  -1.08
C40 -4.8641 -1.1365 0.5299  -0.11
N6 -3.7521 -1.2855 -0.1962  0.42
C41 -3.6841 -2.3401 -1.0145  -0.56
H41 -3.2232 -5.8312 -2.7287  0.23
H42 -2.5408 -4.6709 -1.6433  0.17
H43 -6.6619 -3.8018 -0.5055  0.52
H44 -6.8474 -1.7958 1.0131  0.49
H45 -4.8817 -0.3030 1.2289  0.22
H46 -2.7793 -2.4259 -1.6114  0.76

For the HOMO energy, the calculation gives -12.25 eV. As for the energy relative to the best compared isomer or geometry (same formula, charge and spin): 21.0 kcal per mole. The value obtained for the LUMO energy is -6.13 eV. The charge is +2. For the calculated total energy, the calculation gives -2604.62785 Ha. For the HOMO-LUMO gap, the calculation gives 6.1 eV.

---

Record 2
The following is a quantum chemistry calculation of a molecular structure, C41H47N6O10P2Rb, from the OMol25 dataset.

Each line ends with the Mulliken charge.
Cartesian coordinates (Å):
Rb1 -1.0617 0.5803 -1.2727  0.62
O1 -3.0692 1.5836 -5.5533  -0.79
C1 -2.2984 1.2689 -4.6300  0.00
O2 -2.1664 1.7772 -3.4933  -0.50
C2 -1.3711 0.0651 -4.9537  0.04
C3 -1.3035 -0.4201 -6.2592  -0.36
C4 -0.4616 -1.4801 -6.5423  -0.42
C5 0.2849 -2.0430 -5.5151  -0.76
C6 0.1493 -1.5134 -4.2411  -1.30
N1 -0.6544 -0.4812 -3.9708  0.17
H1 -1.9221 0.0590 -7.0046  0.49
H2 -0.3848 -1.8673 -7.5529  0.36
H3 0.9630 -2.8698 -5.6871  0.52
H4 0.7107 -1.9085 -3.3933  1.59
C7 2.0834 0.6716 -0.0041  -0.88
C8 1.4916 -0.2701 1.0094  0.81
N2 2.3658 -1.1556 1.5841  -0.46
O3 0.3084 -0.2389 1.3061  -0.46
H5 3.1523 0.8268 0.1371  0.44
H6 1.5532 1.6222 0.0367  0.31
H7 1.9435 0.1731 -0.9683  -0.08
H8 3.0902 -1.4597 0.9454  0.04
H9 1.8803 -1.9376 2.0004  0.32
C9 -2.5489 3.2027 6.2416  -1.54
C10 -1.5485 2.1686 5.7273  0.61
C11 -0.1611 2.4790 6.2994  -1.57
P1 -1.3749 1.8378 3.8876  0.05
C12 -1.7701 3.4015 2.9602  1.88
C13 -0.7036 4.4635 3.2261  -1.92
C14 -3.1738 4.0038 3.0166  -1.02
C15 -2.8353 0.7523 3.4724  1.81
C16 -2.3721 -0.7074 3.5049  -1.47
C17 -4.1103 0.9036 4.3011  -1.82
H10 -2.5564 3.2031 7.3376  0.51
H11 -3.5634 3.0155 5.9002  0.25
H12 -2.2656 4.2072 5.9206  0.21
H13 -1.8443 1.1849 6.1136  0.42
H14 0.2094 3.4354 5.9212  0.25
H15 0.5637 1.7152 6.0182  0.40
H16 -0.1971 2.5464 7.3920  0.46
H17 -1.6231 3.0476 1.9327  -0.79
H18 -0.8015 4.8876 4.2301  0.30
H19 -0.8029 5.2866 2.5128  0.42
H20 0.3021 4.0503 3.1295  0.45
H21 -3.4155 4.4088 3.9992  0.29
H22 -3.9336 3.2718 2.7468  -0.18
H23 -3.2485 4.8263 2.2971  0.43
H24 -3.0694 1.0122 2.4337  -0.56
H25 -1.9907 -0.9731 4.4975  0.30
H26 -1.5810 -0.9015 2.7795  0.28
H27 -3.2130 -1.3728 3.2869  0.42
H28 -3.9371 0.6368 5.3480  0.41
H29 -4.8790 0.2312 3.9122  0.44
H30 -4.5210 1.9102 4.2691  0.28
N3 1.8575 -2.2185 -1.3572  -0.74
P2 2.9620 -3.2170 -1.6402  1.13
C18 4.0056 -2.9148 -3.1482  0.13
C19 3.7776 -1.7093 -3.8007  -0.50
C20 4.4705 -1.3847 -4.9608  -0.69
C21 5.4067 -2.2681 -5.4788  -0.45
C22 5.6443 -3.4774 -4.8349  -0.62
C23 4.9446 -3.7972 -3.6800  0.11
C24 2.4582 -4.9858 -1.9222  0.13
C25 1.1353 -5.1661 -2.3167  -0.57
C26 0.6326 -6.4359 -2.5649  -0.65
C27 1.4470 -7.5499 -2.4063  -0.40
C28 2.7627 -7.3858 -1.9945  -0.80
C29 3.2617 -6.1115 -1.7543  -0.14
C30 4.2699 -3.4586 -0.3456  -0.29
C31 5.5082 -2.8238 -0.4087  -0.24
C32 6.3854 -2.8576 0.6696  -0.60
C33 6.0364 -3.5309 1.8309  -0.42
C34 4.8031 -4.1677 1.9098  -0.68
C35 3.9310 -4.1268 0.8327  -0.10
H31 3.0303 -1.0442 -3.3797  0.37
H32 4.2697 -0.4460 -5.4629  0.41
H33 5.9452 -2.0210 -6.3862  0.34
H34 6.3705 -4.1743 -5.2379  0.38
H35 5.1338 -4.7461 -3.1916  0.18
H36 0.5086 -4.2840 -2.4008  0.44
H37 -0.3990 -6.5570 -2.8735  0.41
H38 1.0546 -8.5431 -2.5918  0.36
H39 3.3999 -8.2514 -1.8520  0.38
H40 4.2842 -5.9998 -1.4101  0.30
H41 5.7871 -2.2891 -1.3097  0.36
H42 7.3413 -2.3512 0.6023  0.37
H43 6.7160 -3.5532 2.6743  0.35
H44 4.5180 -4.6881 2.8167  0.37
H45 2.9618 -4.6094 0.9046  0.53
O4 -4.3573 7.9401 -0.7623  -0.67
N4 -5.1345 7.0542 -0.4336  1.04
O5 -6.2989 7.2675 -0.1190  -0.68
C36 -4.6466 5.7049 -0.3659  -0.85
C37 -5.4948 4.6842 0.0581  -0.49
C38 -5.0093 3.4164 0.1708  -0.34
C39 -3.6515 3.0022 -0.1833  1.31
O6 -3.2829 1.8322 -0.1771  -0.75
C40 -2.8435 4.1528 -0.5912  -0.24
C41 -3.3253 5.4290 -0.6964  -0.14
N5 -1.4281 3.9934 -0.9046  1.06
O7 -0.9068 4.8027 -1.6453  -0.68
O8 -0.8159 3.0824 -0.3630  -0.40
N6 -5.9340 2.4233 0.7061  0.92
O9 -7.1178 2.5329 0.4188  -0.68
O10 -5.4990 1.5924 1.4782  -0.50
H46 -6.5213 4.8975 0.3153  0.58
H47 -2.6707 6.2197 -1.0295  0.63

For the HOMO energy, the calculation gives -2.86 eV. As for the energy relative to the best compared isomer or geometry (same formula, charge and spin): 0.7 kcal per mole. The value obtained for the LUMO energy is 3.75 eV. The charge is -2. For the calculated total energy, the calculation gives -3378.16987 Ha. For the HOMO-LUMO gap, the calculation gives 6.6 eV.

---

- Which formula does entry 1 have?
  C41H46N6O3PbTe